Entry 1:
Density functional theory data (the ωB97M-V functional and the def2-TZVPD basis) for a structure of composition C6H20MnN8O6 in a non-equilibrium geometry.

Output
Energy above the lowest of the compared OMol25 structures with the same formula, charge and spin in eV: 0.000
HOMO (alpha / beta) in Eh: -0.227 / -0.243
Energy in a.u.: -2281.3131
E_LUMO (alpha / beta) in eV: 0.629 / 0.627
Kohn-Sham gap (alpha / beta) in eV: 6.8 / 7.2
Spin multiplicity: 6
⟨S²⟩: 8.7529
Net charge: 0

Last column: natural (NBO) charge in e.
Atoms and positions in Å:
Mn -16.703 -19.294 -6.185  1.53
O -18.471 -19.997 -7.013  -1.01
C -18.319 -19.956 -8.399  -0.06
C -16.882 -19.673 -8.940  -0.06
O -16.031 -18.931 -8.117  -1.00
H -18.978 -19.184 -8.849  0.12
H -18.738 -20.881 -8.837  0.13
H -17.040 -19.282 -9.959  0.14
H -16.357 -20.636 -9.102  0.11
C -18.265 -20.306 -3.724  0.81
O -17.446 -19.525 -4.158  -0.70
N -19.209 -20.891 -4.511  -0.88
N -18.281 -20.710 -2.407  -0.84
H -20.082 -21.258 -4.180  0.38
H -19.196 -20.529 -5.473  0.46
H -17.639 -20.262 -1.781  0.41
H -18.975 -21.353 -2.080  0.39
C -13.733 -18.014 -6.055  0.79
O -14.648 -18.414 -5.339  -0.72
N -12.462 -17.826 -5.542  -0.84
N -13.919 -17.652 -7.343  -0.84
H -11.670 -17.665 -6.143  0.38
H -12.247 -18.506 -4.828  0.39
H -13.145 -17.580 -7.979  0.37
H -14.814 -17.965 -7.767  0.46
C -15.637 -22.306 -5.983  0.80
O -15.786 -21.128 -5.664  -0.72
N -16.721 -23.110 -6.088  -0.83
N -14.415 -22.874 -6.137  -0.83
H -17.608 -22.672 -5.900  0.43
H -16.647 -24.057 -6.405  0.39
H -13.612 -22.293 -5.996  0.42
H -14.343 -23.860 -6.296  0.39
C -17.731 -16.251 -5.385  0.80
O -17.551 -17.273 -6.026  -0.68
N -16.706 -15.417 -5.003  -0.82
N -18.998 -15.758 -5.204  -0.84
H -17.042 -14.777 -4.300  0.37
H -15.793 -15.835 -4.933  0.42
H -19.211 -15.153 -4.433  0.38
H -19.729 -16.329 -5.592  0.42


Entry 2:
Density functional theory data (the ωB97M-V functional and the def2-TZVPD basis) for a cluster of 3 separate species, C6H20N3Si in total in a non-equilibrium geometry.

Output
Energy above the lowest of the compared OMol25 structures with the same formula, charge and spin in eV: 4.207
HOMO in Eh: -0.455
Energy in a.u.: -693.9851
E_LUMO in eV: -3.122
Kohn-Sham gap in eV: 9.3
Net charge: +1

Last column: natural (NBO) charge in e.
Atoms and positions in Å:
C -3.939 0.366 1.467  -0.42
C 1.706 -3.234 1.195  -0.43
C 2.369 1.931 -1.126  -0.42
C 1.386 1.768 1.120  -0.42
C -0.021 -0.330 -0.710  -0.98
C 0.691 -1.205 0.110  0.64
N -2.866 -0.609 1.016  -0.85
N 1.041 -2.200 0.543  -0.27
N 1.227 2.013 -0.311  -0.63
Si -0.162 -1.303 -2.447  0.81
H -3.793 0.574 2.593  0.20
H -3.862 1.302 0.958  0.20
H -4.979 0.040 1.367  0.19
H 2.159 -2.987 2.129  0.25
H 0.852 -3.867 1.224  0.25
H 2.462 -3.498 0.539  0.24
H 2.138 2.540 -2.057  0.23
H 3.307 2.561 -0.728  0.19
H 2.707 0.938 -1.290  0.19
H 0.458 1.256 1.438  0.20
H 2.257 1.063 1.206  0.20
H 1.559 2.693 1.647  0.22
H -0.952 -0.348 -0.175  0.33
H 0.520 0.693 -0.793  0.36
H -2.987 -1.436 1.620  0.36
H 0.757 2.849 -0.528  0.39
H -3.156 -0.926 0.140  0.35
H -1.036 -0.439 -3.270  -0.13
H -0.715 -2.770 -2.427  -0.11
H 1.164 -1.388 -3.245  -0.12


Entry 3:
Density functional theory data (the ωB97M-V functional and the def2-TZVPD basis) for a structure of composition C6H20N3Si in a non-equilibrium geometry.

Output
Energy above the lowest of the compared OMol25 structures with the same formula, charge and spin in eV: 5.817
HOMO (alpha / beta) in Eh: -0.327 / -0.486
Energy in a.u.: -693.8026
E_LUMO (alpha / beta) in eV: -2.398 / -6.426
Kohn-Sham gap (alpha / beta) in eV: 6.5 / 6.8
Spin multiplicity: 3
⟨S²⟩: 2.0075
Net charge: +1

Last column: natural (NBO) charge in e.
Atoms and positions in Å:
C -0.168 2.960 0.695  -0.51
C -0.535 -2.133 0.610  -0.42
C 1.592 -1.886 -2.305  -0.44
C 2.763 -0.116 -0.921  -0.43
C -1.564 0.682 1.869  -0.89
C -0.577 0.273 0.902  0.46
N 0.282 1.712 -0.021  -0.28
N -0.114 -0.771 0.333  -0.61
N 1.916 -1.296 -1.045  -0.62
Si -3.337 0.805 0.908  0.85
H 0.654 3.202 1.431  0.23
H -0.005 3.746 0.033  0.23
H -1.138 2.867 1.179  0.25
H -0.624 -2.192 1.654  0.21
H -1.495 -2.252 0.098  0.21
H 0.086 -2.848 0.186  0.21
H 1.000 -2.881 -2.348  0.24
H 0.902 -1.196 -2.958  0.21
H 2.521 -2.051 -2.906  0.21
H 3.583 -0.049 -0.276  0.24
H 3.220 0.015 -1.940  0.21
H 2.152 0.811 -0.667  0.21
H -1.706 -0.204 2.552  0.29
H -1.447 1.535 2.423  0.24
H -0.298 1.714 -0.840  0.33
H 0.822 -0.933 -0.334  0.43
H 2.250 -2.069 -0.518  0.39
H -4.430 0.108 1.548  -0.12
H -3.046 0.161 -0.317  -0.17
H -3.258 2.285 0.975  -0.15


Entry 4:
Density functional theory data (the ωB97M-V functional and the def2-TZVPD basis) for a cluster of 5 separate species, C6H20NO4 in total in a non-equilibrium geometry.

Output
Energy above the lowest of the compared OMol25 structures with the same formula, charge and spin in eV: 2.742
HOMO (alpha / beta) in Eh: -0.101 / -0.314
Energy in a.u.: -596.0805
E_LUMO (alpha / beta) in eV: 0.533 / 0.346
Kohn-Sham gap (alpha / beta) in eV: 3.3 / 8.9
Spin multiplicity: 2
⟨S²⟩: 0.7546
Net charge: 0

Last column: natural (NBO) charge in e.
Atoms and positions in Å:
C -1.561 -0.297 -1.680  -0.31
C -1.277 1.247 -1.812  -0.46
C -0.509 1.775 -0.581  -0.26
C -1.092 1.691 0.620  -0.26
C -0.469 2.251 1.819  -0.21
C -0.633 1.584 2.980  -0.43
N -0.195 -0.907 -1.002  -0.86
H -1.628 -0.940 -2.539  0.21
H -2.337 -0.444 -0.843  0.24
H -0.741 1.488 -2.650  0.21
H -2.266 1.771 -1.804  0.21
H 0.309 2.389 -0.666  0.20
H -2.095 1.316 0.731  0.21
H 0.014 3.123 1.714  0.19
H -1.152 0.548 2.957  0.17
H -0.060 1.417 3.908  0.21
H -0.175 -1.977 -1.238  0.24
H -0.259 -0.837 0.031  0.44
H 0.591 -0.272 -1.261  0.43
H 3.003 -1.308 -2.483  0.46
H 2.860 -0.635 -1.122  0.50
O 2.408 -1.143 -1.859  -1.00
H -3.630 -1.138 1.914  0.48
H -3.692 -1.989 0.533  0.48
O -3.143 -1.299 1.101  -0.98
H 1.730 -3.693 0.789  0.47
H 1.254 -3.158 -0.569  0.45
O 1.440 -2.948 0.353  -1.01
H 3.816 1.305 0.563  0.48
H 3.584 -0.042 1.288  0.48
O 3.730 0.380 0.366  -0.97


Entry 5:
Density functional theory data (the ωB97M-V functional and the def2-TZVPD basis) for a cluster of 5 separate species, C6H20NO5 in total in a non-equilibrium geometry.

Output
Energy above the lowest of the compared OMol25 structures with the same formula, charge and spin in eV: 1.837
HOMO in Eh: -0.176
Energy in a.u.: -671.5465
E_LUMO in eV: 3.217
Kohn-Sham gap in eV: 8.0
Net charge: -1

Last column: natural (NBO) charge in e.
Atoms and positions in Å:
C 2.409 1.431 0.338  -0.07
O 3.565 1.184 -0.454  -0.72
C 1.105 1.229 -0.507  -0.07
C 0.686 -0.267 -0.368  -0.49
C 0.668 -1.040 -1.685  0.08
C 1.784 -1.670 -2.031  -0.46
C -0.449 -0.618 -2.555  -0.67
N 0.032 2.136 -0.148  -0.87
H 2.494 2.531 0.434  0.16
H 2.412 0.970 1.317  0.17
H 1.373 1.517 -1.537  0.18
H -0.177 -0.467 0.284  0.28
H 1.433 -0.669 0.318  0.21
H 1.898 -2.207 -2.953  0.18
H 2.539 -1.939 -1.289  0.18
H -0.480 -1.136 -3.516  0.20
H 3.464 0.271 -0.759  0.46
H -0.412 0.459 -2.679  0.22
H -0.911 1.746 -0.149  0.38
H 0.071 2.585 0.759  0.35
H -1.399 -1.937 1.379  0.51
H -0.346 -2.368 2.744  0.46
O -0.455 -1.810 1.958  -1.10
H -3.257 -1.312 1.432  0.42
H -2.963 0.172 -0.079  0.50
O -2.681 -1.896 0.936  -1.22
H -3.223 1.194 0.982  0.47
H -1.434 -0.987 -2.186  0.25
O -3.388 1.041 0.044  -0.98
H -1.231 1.260 2.357  0.46
H -1.476 -0.405 2.403  0.53
O -1.579 0.486 2.822  -1.03


Entry 6:
Density functional theory data (the ωB97M-V functional and the def2-TZVPD basis) for a cluster of 5 separate species, C6H20NO5 in total in a non-equilibrium geometry.

Output
Energy above the lowest of the compared OMol25 structures with the same formula, charge and spin in eV: 1.724
HOMO in Eh: -0.479
Energy in a.u.: -671.2379
E_LUMO in eV: -3.380
Kohn-Sham gap in eV: 9.6
Net charge: +1

Last column: natural (NBO) charge in e.
Atoms and positions in Å:
O 0.794 2.291 -1.099  -0.51
C 1.113 1.553 -0.157  0.40
C 1.479 0.111 -0.360  -0.15
C 0.773 -0.837 0.620  -0.49
C 1.527 -2.177 0.644  -0.01
C 2.792 -2.201 0.871  -0.39
C 0.662 -3.311 0.278  -0.67
N 1.086 -0.249 -1.800  -0.76
H 1.308 1.887 0.851  0.16
H 2.722 -0.008 -0.346  0.28
H -0.271 -1.041 0.412  0.25
H 0.691 -0.374 1.666  0.27
H 3.516 -2.921 1.136  0.23
H 3.321 -1.242 1.119  0.18
H -0.112 -3.146 -0.548  0.23
H 0.085 -3.542 1.267  0.24
H 1.109 -4.258 0.245  0.24
H 1.278 -1.254 -1.851  0.45
H 1.416 0.394 -2.599  0.47
H -0.023 -0.048 -1.730  0.49
H -1.309 3.629 1.712  0.48
H -1.512 2.287 2.437  0.51
O -1.544 2.704 1.521  -0.98
H -1.929 -0.263 -3.216  0.48
H -1.905 0.098 -1.800  0.49
O -1.544 -0.497 -2.436  -0.95
H -2.780 1.591 -0.935  0.51
H -1.344 1.638 -0.104  0.51
O -2.007 1.090 -0.437  -0.99
H -2.932 0.444 1.403  0.50
H -3.415 0.421 2.951  0.49
O -2.648 0.489 2.344  -0.99


Please write out number 3 again, unchanged.
Density functional theory data (the ωB97M-V functional and the def2-TZVPD basis) for a structure of composition C6H20N3Si in a non-equilibrium geometry.

Output
Energy above the lowest of the compared OMol25 structures with the same formula, charge and spin in eV: 5.817
HOMO (alpha / beta) in Eh: -0.327 / -0.486
Energy in a.u.: -693.8026
E_LUMO (alpha / beta) in eV: -2.398 / -6.426
Kohn-Sham gap (alpha / beta) in eV: 6.5 / 6.8
Spin multiplicity: 3
⟨S²⟩: 2.0075
Net charge: +1

Last column: natural (NBO) charge in e.
Atoms and positions in Å:
C -0.168 2.960 0.695  -0.51
C -0.535 -2.133 0.610  -0.42
C 1.592 -1.886 -2.305  -0.44
C 2.763 -0.116 -0.921  -0.43
C -1.564 0.682 1.869  -0.89
C -0.577 0.273 0.902  0.46
N 0.282 1.712 -0.021  -0.28
N -0.114 -0.771 0.333  -0.61
N 1.916 -1.296 -1.045  -0.62
Si -3.337 0.805 0.908  0.85
H 0.654 3.202 1.431  0.23
H -0.005 3.746 0.033  0.23
H -1.138 2.867 1.179  0.25
H -0.624 -2.192 1.654  0.21
H -1.495 -2.252 0.098  0.21
H 0.086 -2.848 0.186  0.21
H 1.000 -2.881 -2.348  0.24
H 0.902 -1.196 -2.958  0.21
H 2.521 -2.051 -2.906  0.21
H 3.583 -0.049 -0.276  0.24
H 3.220 0.015 -1.940  0.21
H 2.152 0.811 -0.667  0.21
H -1.706 -0.204 2.552  0.29
H -1.447 1.535 2.423  0.24
H -0.298 1.714 -0.840  0.33
H 0.822 -0.933 -0.334  0.43
H 2.250 -2.069 -0.518  0.39
H -4.430 0.108 1.548  -0.12
H -3.046 0.161 -0.317  -0.17
H -3.258 2.285 0.975  -0.15


What is the energy above the lowest of the compared OMol25 structures with the same formula, charge and spin in the second record? 4.207 eV


Number 4 is which compound? C6H20NO4


energy above the lowest of the compared OMol25 structures with the same formula, charge and spin of number 4 (C6H20NO4)? 2.742 eV